Record 1
A gas-phase ion, C22H31Cl2N10 (charge +1). Source: OMol25; level of theory: ωB97M-V with the def2-TZVPD basis set.

Computed properties:
* HOMO: -0.3880 Eh
* charge: +1
* energy relative to the best compared isomer or geometry (same formula, charge and spin): 0.291 eV
* energy: -2324.80073 a.u.
* LUMO: -2.037 eV
* spin multiplicity: 1
* gap between HOMO and LUMO: 8.52 eV
* SMILES: N/C(=N/C(N)=N/c1ccc(Cl)cc1)NCCCCCCN/C(N)=N/C(N)=[NH+]\c1ccc(Cl)cc1

The geometry in XYZ format:
```
65
Properties=species:S:1:pos:R:3:mulliken_charge:R:1
Cl -6.35 -2.57 -0.35 -0.20
Cl -3.14 4.40 -1.28 -0.15
N -0.55 0.38 -2.51 -0.37
N -0.74 2.65 -3.03 -0.18
N 1.52 -1.11 2.66 -0.01
N -2.60 1.44 -2.51 -0.01
N 2.53 0.89 3.32 -0.63
N 1.31 -0.83 -2.78 -0.11
N 0.68 1.28 1.94 -0.17
N 1.84 3.02 3.04 -0.41
N 1.39 1.04 -1.39 -0.28
N 3.42 -1.07 4.02 -0.37
C -2.44 2.41 0.43 -0.85
C -5.24 -1.42 -0.98 0.40
C -4.81 0.72 -1.96 -0.22
C 2.29 -2.30 -0.16 0.29
C -2.99 -0.78 -1.52 -0.01
C 2.57 -2.62 -1.63 -0.59
C -5.71 -0.20 -1.46 -0.88
C -1.27 1.47 -2.63 0.10
C 0.72 0.22 -2.22 0.57
C -1.53 1.70 1.17 -0.26
C -0.69 3.94 -0.23 -0.77
C -2.01 3.53 -0.28 -0.02
C -3.89 -1.71 -1.01 -1.03
C 2.30 -3.42 2.14 -0.67
C -3.44 0.44 -1.99 0.05
C 1.64 1.71 2.72 0.25
C 2.12 -3.59 0.64 -0.99
C 1.25 -2.52 2.81 -1.16
C 2.63 -1.38 -2.53 -1.03
C -0.18 2.09 1.26 -0.29
C 2.45 -0.41 3.32 0.45
C 0.22 3.23 0.53 0.05
H 0.27 -2.72 2.38 0.46
H 2.25 0.72 -0.96 0.42
H 3.30 -3.01 2.33 0.46
H 0.25 2.72 -3.21 0.23
H 3.13 -1.73 0.25 0.26
H 2.25 -4.41 2.61 0.33
H -1.94 -1.01 -1.54 0.48
H -3.47 2.11 0.39 0.56
H 1.13 -4.02 0.44 0.33
H 0.71 -1.38 -3.38 0.29
H 2.47 3.18 3.80 0.28
H -3.08 2.32 -2.68 0.29
H 2.86 -4.32 0.30 0.42
H 3.27 -0.62 -2.09 0.38
H 1.08 3.67 2.93 0.23
H 0.87 1.72 -0.84 -0.19
H -6.76 0.03 -1.43 0.43
H 1.25 3.55 0.58 0.38
H 0.84 -0.49 2.21 0.34
H 1.80 -3.29 -2.01 0.34
H 3.53 -3.14 -1.71 0.42
H -0.37 4.82 -0.77 0.50
H -1.31 3.46 -3.16 0.26
H 1.20 -2.77 3.88 0.47
H -5.17 1.67 -2.33 0.38
H 1.40 -1.69 -0.07 -0.15
H -1.85 0.83 1.73 0.55
H 4.00 -0.48 4.58 0.29
H 3.06 -1.66 -3.50 0.37
H -3.53 -2.66 -0.64 0.44
H 3.24 -2.00 4.35 0.22
```

Record 2
6 unconnected molecules or ions with the total composition C22H31F5NO21P. Source: OMol25; level of theory: ωB97M-V with the def2-TZVPD basis set.

Computed properties:
* HOMO: -0.3672 Eh
* charge: 0
* energy: -3332.55640 a.u.
* LUMO: 0.166 eV
* spin multiplicity: 1
* gap between HOMO and LUMO: 10.16 eV
* SMILES: CC(=O)OCCCCO[P@@](=O)(O)OCN.O=C1OC[C@@H](F)O1.O=C1OC[C@@H](F)O1.O=C1OC[C@@H](F)O1.O=C1OC[C@@H](F)O1.O=C1OC[C@@H](F)O1

The geometry in XYZ format:
```
81
Properties=species:S:1:pos:R:3:mulliken_charge:R:1
P 5.24 -0.38 4.47 0.69
F -7.86 5.28 1.21 -0.27
F 4.69 -4.16 -5.88 -0.29
F 2.94 0.06 -3.74 -0.23
F -0.89 0.91 -5.94 -0.26
F -7.91 1.48 -3.07 -0.28
O -4.04 0.58 -5.04 -0.57
O 5.66 1.15 4.54 -0.51
O -6.10 4.42 0.09 -0.28
O 6.33 -1.19 3.95 -0.67
O 2.01 -0.75 -0.52 -0.40
O 0.75 -2.59 -3.76 -0.71
O -1.19 2.33 5.91 -0.58
O 1.36 -5.62 -8.43 -0.50
O -1.28 -2.26 -4.66 -0.33
O -6.11 0.65 -4.16 -0.31
O 2.18 1.04 -1.85 -0.32
O 1.22 1.23 0.18 -0.58
O 1.89 -6.12 -6.30 -0.32
O -4.48 5.81 0.78 -0.35
O 4.84 -0.69 5.99 -0.32
O 3.06 -4.55 -7.39 -0.32
O -0.83 0.35 4.85 -0.37
O 0.31 -0.73 -4.95 -0.23
O -4.54 2.06 -3.43 -0.26
O -4.04 4.31 -0.84 -0.47
O 3.96 -0.44 3.52 -0.11
N 5.27 -2.44 7.50 -0.67
C 2.51 -1.22 -1.79 0.11
C 2.04 -5.45 -7.47 0.65
C 3.05 0.06 -2.39 0.24
C 3.36 -4.40 -6.01 0.57
C -6.54 4.98 1.32 0.27
C -4.79 4.80 -0.07 0.70
C -0.71 -0.43 -5.90 0.22
C 4.57 -2.06 6.29 -0.26
C 0.44 0.88 6.87 -0.85
C 1.55 -0.39 3.11 -0.21
C 2.97 -5.74 -5.44 -0.41
C 0.90 1.01 3.20 -0.47
C -0.60 1.27 5.84 0.71
C -1.91 -1.14 -5.32 -0.18
C -5.76 2.44 -2.79 -0.14
C -6.59 1.20 -2.94 0.33
C -0.01 -1.92 -4.40 0.69
C 2.65 -0.61 4.13 -0.42
C -4.82 1.06 -4.29 0.65
C 1.75 0.57 -0.65 0.64
C -0.58 0.87 3.53 -0.98
C -5.69 6.22 1.44 -0.44
H 1.40 1.66 3.91 0.48
H 0.92 1.46 2.21 0.31
H 3.49 -2.16 6.42 0.27
H 1.88 -0.63 2.10 0.12
H 5.04 1.65 5.09 0.32
H -6.41 4.25 2.12 0.29
H 2.52 0.11 4.94 0.43
H 2.58 -1.64 4.48 0.21
H -1.12 1.80 3.35 0.46
H -5.49 6.50 2.47 0.28
H 2.80 -3.56 -5.61 0.04
H 4.83 -2.73 5.47 0.35
H 1.12 1.72 6.98 0.29
H 3.78 -6.47 -5.52 0.28
H 4.84 -3.30 7.83 0.27
H 0.78 -1.12 3.36 0.36
H -0.09 0.70 7.80 0.36
H -0.40 -0.78 -6.88 0.25
H 0.94 -0.04 6.61 0.21
H -6.20 3.29 -3.32 0.26
H 1.69 -1.66 -2.37 -0.07
H -0.99 0.12 2.86 0.44
H 2.65 -5.68 -4.40 0.29
H -6.12 7.06 0.91 0.28
H 5.07 -1.75 8.21 0.26
H -6.46 0.46 -2.14 0.29
H 4.08 0.30 -2.12 0.24
H -2.43 -0.55 -4.59 0.17
H 3.29 -1.97 -1.65 0.32
H -5.59 2.72 -1.76 0.00
H -2.61 -1.48 -6.07 0.34
```

Record 3
A molecular structure, C22H31FN6O4PPdS. Source: OMol25; level of theory: ωB97M-V with the def2-TZVPD basis set.

Computed properties:
* HOMO (alpha / beta): -0.1478 / -0.1479 Eh
* charge: -1
* energy relative to the best compared isomer or geometry (same formula, charge and spin): 0.146 eV
* energy: -2453.77244 a.u.
* LUMO (alpha / beta): 2.640 / 2.641 eV
* spin multiplicity: 1
* gap between HOMO and LUMO (alpha / beta): 6.66 / 6.67 eV

The geometry in XYZ format:
```
67
Properties=species:S:1:pos:R:3:mulliken_charge:R:1
Pd 1.14 0.62 -0.28 -0.01
S 2.15 2.02 -2.77 -0.25
P -0.47 -0.13 -1.60 1.71
F -2.47 1.24 3.65 -0.40
O -5.08 0.82 2.70 -0.69
O -4.39 3.79 -0.66 -0.67
O -0.20 3.96 -1.69 -0.70
O 0.04 2.80 0.23 -0.69
N -2.64 3.42 0.78 0.05
N -4.66 2.30 1.03 -0.02
N 3.37 -0.29 -3.56 0.28
N 4.20 -1.28 -3.09 -0.97
N 4.25 1.21 -0.59 -0.82
N 4.07 0.42 -1.70 0.45
C 3.20 0.75 -2.72 0.08
C 1.97 -0.57 0.98 -1.14
C -1.63 -1.34 -0.87 -0.06
C -0.05 -0.93 -3.19 -1.61
C -2.52 -0.91 0.11 0.17
C -1.65 1.13 -2.21 -1.20
C 1.39 -1.36 2.13 2.70
C 4.60 -0.82 -1.95 1.01
C -2.17 2.73 1.88 -0.14
C -4.30 1.59 2.16 0.24
C 0.86 -2.70 1.61 -1.46
C -1.74 4.35 0.08 -1.04
C -0.50 3.63 -0.54 0.68
C -3.91 3.23 0.31 0.61
C 0.27 -0.59 2.82 -1.31
C -3.33 -3.15 0.43 -0.74
C 5.50 -1.53 -1.01 -1.01
C -1.61 -2.69 -1.19 -0.35
C -2.45 -3.59 -0.54 -0.50
C 2.53 -1.63 3.13 -2.16
C -3.36 -1.80 0.76 -0.41
C -2.94 1.88 2.57 0.51
H -0.92 -3.06 -1.93 0.27
H -2.32 4.85 -0.69 0.35
H 3.72 0.92 0.23 0.29
H 2.97 -0.69 3.47 0.41
H 5.83 -2.46 -1.46 0.34
H -2.40 0.68 -2.86 0.44
H 1.67 -3.31 1.19 0.41
H -0.28 -1.22 3.53 0.42
H -1.14 2.91 2.13 0.42
H 4.97 -1.74 -0.08 0.13
H -2.14 1.62 -1.37 -0.07
H 0.65 -1.75 -3.04 0.42
H -2.53 0.14 0.39 -0.38
H -2.41 -4.64 -0.80 0.38
H 6.37 -0.92 -0.76 0.30
H 2.85 -0.43 -4.41 0.26
H -0.94 -1.28 -3.71 0.42
H 0.39 -3.27 2.42 0.46
H -4.03 -1.44 1.54 0.39
H 0.11 -2.54 0.84 0.07
H -5.59 2.15 0.68 0.22
H 3.31 -2.24 2.68 0.38
H -0.43 -0.21 2.08 -0.17
H 0.45 -0.16 -3.79 0.41
H 5.20 1.51 -0.46 0.23
H -1.08 1.90 -2.74 0.41
H 0.68 0.27 3.36 0.43
H -1.38 5.08 0.80 0.30
H -3.98 -3.85 0.94 0.38
H 2.14 -2.17 4.00 0.45
H 2.80 -1.22 0.61 0.07
```

Record 4
A molecular structure, C22H31HfIN7OS. Source: OMol25; level of theory: ωB97M-V with the def2-TZVPD basis set.

Computed properties:
* HOMO: -0.6230 Eh
* charge: +3
* energy relative to the best compared isomer or geometry (same formula, charge and spin): 0.013 eV
* energy: -2058.41661 a.u.
* LUMO: -9.906 eV
* spin multiplicity: 1
* gap between HOMO and LUMO: 7.05 eV

The geometry in XYZ format:
```
64
Properties=species:S:1:pos:R:3:mulliken_charge:R:1
Hf -0.26 0.39 0.60 0.82
I -0.24 -1.05 6.62 0.29
S -3.86 2.78 2.09 -0.15
O 1.27 1.89 0.42 0.27
N 1.65 -2.73 -1.89 0.16
N 2.56 -0.73 -2.88 0.24
N 0.05 -0.84 2.36 0.15
N 0.59 -2.06 2.60 -0.13
N 0.43 -1.56 -3.61 0.13
N -2.34 -0.41 0.22 -0.20
N 0.62 -0.54 -1.38 0.43
C -0.29 -0.36 3.59 -0.04
C 0.74 -2.87 -3.04 -0.76
C 2.83 0.86 2.03 -1.13
C 2.88 -2.05 -2.33 -0.77
C -0.18 2.89 -1.32 -1.08
C 0.04 -1.25 4.58 -1.04
C -2.70 -1.61 -0.30 -0.02
C 1.94 0.08 -1.90 -0.69
C 2.57 2.03 1.13 -0.55
C -3.99 -2.05 -0.38 -1.18
C -1.34 3.20 2.05 -0.95
C -5.00 -1.22 0.11 -0.55
C 0.59 -2.34 3.91 0.09
C -3.33 0.37 0.73 1.50
C -2.51 3.73 2.50 -0.49
C -4.66 -0.01 0.68 -1.14
C 1.02 -1.92 -0.89 -0.93
C 1.08 3.04 -0.51 -0.82
C -0.24 -0.74 -2.64 -0.83
C 1.67 -0.90 -4.04 -0.71
C -1.52 1.94 1.38 0.24
C -2.87 1.61 1.35 0.44
H -0.75 0.62 3.69 0.62
H 1.44 0.07 -4.47 0.34
H -1.90 -2.25 -0.67 0.50
H -0.32 1.87 -1.70 0.20
H -5.42 0.64 1.09 0.50
H -0.44 0.24 -3.06 0.36
H 1.22 -3.48 -3.79 0.35
H -2.65 4.65 3.05 0.53
H -1.18 -1.20 -2.35 0.48
H 3.82 0.98 2.46 0.53
H 2.52 2.97 1.69 0.50
H 3.32 2.12 0.35 0.47
H 2.60 0.20 -1.04 0.29
H 1.69 1.06 -2.32 0.21
H 1.73 -1.78 -0.06 0.26
H 1.97 3.05 -1.14 0.66
H -0.18 -3.37 -2.73 0.35
H 2.13 0.81 2.86 0.29
H 1.07 3.94 0.10 0.54
H -4.21 -3.02 -0.81 0.53
H 0.12 -2.43 -0.52 0.38
H -0.39 3.68 2.22 0.41
H 0.90 -2.68 1.86 0.08
H -0.09 3.53 -2.21 0.51
H 2.84 -0.09 1.47 0.19
H 3.56 -1.94 -1.48 0.33
H 0.98 -3.27 4.29 0.52
H -6.04 -1.53 0.06 0.48
H -1.07 3.21 -0.78 0.25
H 3.37 -2.66 -3.09 0.34
H 2.16 -1.51 -4.79 0.36
```

Record 5
A single C22H31N3O2 molecule. Source: OMol25; level of theory: ωB97M-V with the def2-TZVPD basis set.

Computed properties:
* HOMO: -0.2821 Eh
* charge: 0
* energy relative to the best compared isomer or geometry (same formula, charge and spin): 1.957 eV
* energy: -1171.65659 a.u.
* LUMO: 0.769 eV
* spin multiplicity: 1
* gap between HOMO and LUMO: 8.44 eV
* SMILES: Cc1cc(C(=O)N2CCN(C(=O)C3=CCC3)[C@H]3CCCC[C@@H]3C2)c(C)n1C

The geometry in XYZ format:
```
58
Properties=species:S:1:pos:R:3:mulliken_charge:R:1
O 1.17 -0.25 -2.68 -0.71
O 0.80 2.12 0.66 -0.69
N -3.09 -0.11 -1.83 0.20
N 2.07 0.31 1.14 0.33
N 1.05 -1.48 -0.78 0.36
C -4.42 -2.20 -2.30 -1.70
C -0.99 -0.80 -1.91 1.59
C -1.08 -1.50 2.38 -1.33
C 2.83 2.00 -0.46 0.74
C 0.31 -1.96 0.37 -2.26
C 1.82 1.48 0.47 0.54
C -1.54 -0.49 3.42 -0.66
C -1.79 0.30 -1.71 0.04
C 2.80 3.22 -1.04 -0.81
C -1.42 1.71 -1.40 -1.70
C -1.84 -1.91 -2.15 -1.02
C -0.34 0.12 4.14 -0.83
C -4.24 0.76 -1.68 -1.17
C -3.14 -1.46 -2.10 0.57
C -0.11 -0.89 1.37 3.08
C 2.99 -0.69 0.62 -0.83
C 4.15 1.65 -1.15 -0.93
C 2.50 -1.43 -0.64 -0.98
C 0.49 -0.82 -1.83 0.24
C 0.64 0.76 3.16 -1.12
C 4.07 3.02 -1.82 -0.44
C 1.07 -0.21 2.07 -0.95
H -0.64 -0.10 0.82 -0.81
H -1.94 2.42 -2.06 0.55
H 5.02 1.52 -0.49 0.35
H 2.83 -2.47 -0.54 0.33
H -4.44 1.28 -2.61 0.31
H 4.89 3.70 -1.59 0.27
H -2.21 -0.96 4.14 0.40
H 0.16 -0.65 4.73 0.35
H 2.97 -1.05 -1.54 0.49
H -5.03 -1.75 -3.08 0.36
H -2.11 0.30 2.93 0.34
H 0.16 1.64 2.73 0.32
H 0.85 -2.79 0.82 0.52
H 1.52 1.12 3.70 0.36
H -0.35 1.87 -1.55 0.14
H -4.22 -3.23 -2.58 0.38
H 1.60 -1.01 2.61 0.59
H -5.12 0.17 -1.41 0.41
H 3.95 2.99 -2.91 0.25
H -0.59 -2.35 2.89 0.39
H -1.64 1.98 -0.37 0.33
H 3.28 -1.38 1.41 0.41
H -5.02 -2.23 -1.38 0.35
H 3.92 -0.19 0.35 0.46
H -1.94 -1.93 1.86 0.40
H -0.68 0.87 4.86 0.40
H 2.10 4.04 -0.98 0.46
H -1.53 -2.92 -2.34 0.52
H -4.05 1.48 -0.89 0.39
H -0.61 -2.43 0.00 0.32
H 4.13 0.80 -1.85 0.06
```

Record 6
A single C22H31N3O2 molecule. Source: OMol25; level of theory: ωB97M-V with the def2-TZVPD basis set.

Computed properties:
* HOMO: -0.2910 Eh
* charge: 0
* energy relative to the best compared isomer or geometry (same formula, charge and spin): 0.089 eV
* energy: -1171.72521 a.u.
* LUMO: 0.711 eV
* spin multiplicity: 1
* gap between HOMO and LUMO: 8.63 eV
* SMILES: Cc1ccc(NC(=O)N2CCC(C(=O)NCCC3=CCCCC3)CC2)cc1

The geometry in XYZ format:
```
58
Properties=species:S:1:pos:R:3:mulliken_charge:R:1
O -3.34 1.72 0.18 -0.70
O 1.39 -1.79 -0.26 -0.67
N -4.23 -0.26 -0.54 0.06
N -1.94 0.06 -0.47 -0.01
N 2.38 -0.68 1.43 -0.07
C -1.16 -1.76 0.98 -1.07
C -8.38 0.30 -0.22 0.76
C -7.84 -0.83 -0.83 -0.78
C 4.21 0.64 0.45 -0.81
C -6.14 1.10 0.19 -0.35
C -0.39 0.60 1.35 -0.75
C -1.57 -1.34 -0.44 -0.92
C 5.82 -0.12 -1.38 -0.52
C 8.27 0.06 -0.97 -0.68
C -6.47 -0.99 -0.93 -0.70
C 7.16 0.24 -2.00 -0.91
C -0.02 -0.88 1.51 0.03
C 8.07 1.05 0.17 -0.68
C -3.19 0.58 -0.22 0.63
C -7.51 1.25 0.28 -0.75
C 1.30 -1.17 0.78 0.23
C 3.71 -0.74 0.89 -0.86
C 6.64 1.09 0.62 -0.70
C -0.82 0.90 -0.09 -1.20
C -9.87 0.49 -0.13 -1.41
C -5.60 -0.02 -0.42 0.80
C 5.62 0.58 -0.06 0.75
H 0.45 1.25 1.62 0.54
H -0.73 -1.48 -1.11 0.41
H 7.35 -0.39 -2.87 0.34
H 8.23 -0.96 -0.58 0.31
H 8.71 0.79 1.02 0.36
H -0.83 -2.80 0.96 0.46
H 7.15 1.28 -2.34 0.35
H 5.77 -1.20 -1.22 0.32
H -5.48 1.86 0.59 0.47
H -10.14 0.98 0.80 0.36
H 5.01 0.15 -2.06 0.35
H 8.36 2.06 -0.15 0.32
H 0.14 -1.10 2.57 0.46
H -4.01 -1.12 -1.01 0.12
H -2.39 -1.98 -0.78 0.33
H -6.07 -1.87 -1.41 0.32
H 6.46 1.60 1.56 0.32
H -1.13 1.94 -0.18 0.51
H -8.49 -1.59 -1.24 0.33
H 4.16 1.32 1.31 0.39
H 4.40 -1.16 1.64 0.28
H 2.25 -0.14 2.27 0.34
H 3.55 1.03 -0.32 0.25
H -1.22 0.84 2.01 0.45
H -10.22 1.11 -0.96 0.28
H -10.38 -0.47 -0.19 0.36
H -2.01 -1.67 1.65 0.42
H 3.67 -1.42 0.03 0.39
H -7.91 2.13 0.76 0.35
H 9.25 0.21 -1.43 0.31
H 0.00 0.70 -0.78 0.47
```

Record 7
A single C22H31N3O4 molecule. Source: OMol25; level of theory: ωB97M-V with the def2-TZVPD basis set.

Computed properties:
* HOMO: -0.3174 Eh
* charge: 0
* energy relative to the best compared isomer or geometry (same formula, charge and spin): 1.569 eV
* energy: -1322.19358 a.u.
* LUMO: 0.598 eV
* spin multiplicity: 1
* gap between HOMO and LUMO: 9.24 eV
* SMILES: CC(C)(C)[C@H]1C=C(C(=O)NCc2nc3ccccc3[nH]2)O[C@@H](OCCCCO)C1

The geometry in XYZ format:
```
60
Properties=species:S:1:pos:R:3:mulliken_charge:R:1
O 0.21 -1.68 2.37 -0.75
O -1.25 2.24 -1.28 -0.31
O 3.97 2.85 0.06 -0.57
O -1.02 1.19 0.74 -0.38
N 2.90 -1.85 1.25 0.04
N 3.83 0.09 0.68 -0.54
N 0.97 0.44 2.20 0.04
C 3.85 -3.25 -0.62 -0.96
C -1.14 -0.08 1.24 -0.50
C 5.27 -1.91 -2.07 -0.49
C -3.28 -2.61 -1.13 -1.76
C 2.75 3.41 0.45 -0.58
C -5.27 -1.12 -1.28 -1.96
C -0.84 3.57 -1.06 -0.85
C -4.17 -1.63 -0.35 1.55
C 4.68 -3.13 -1.72 -0.43
C -1.95 1.62 -0.25 -0.29
C -3.35 -0.44 0.21 1.06
C 3.63 -2.10 0.12 0.51
C 4.22 -0.86 -0.22 0.43
C 5.05 -0.76 -1.33 -0.67
C 3.06 -0.52 1.53 0.35
C -4.83 -2.37 0.81 -1.80
C -2.75 0.47 -0.87 -0.93
C 0.30 3.77 -0.06 -0.39
C -2.20 -0.87 1.07 -0.04
C 1.58 3.05 -0.48 -0.22
C 0.07 -0.53 1.99 -0.16
C 2.32 0.13 2.65 -1.08
H -2.86 -2.14 -2.01 0.40
H -4.86 -0.71 -2.20 0.39
H -5.48 -1.69 1.38 0.41
H -0.02 3.42 0.92 0.14
H -2.62 2.34 0.25 0.37
H 1.85 3.35 -1.50 0.40
H 4.88 -4.00 -2.33 0.38
H 0.83 1.31 1.70 0.13
H -3.52 0.92 -1.49 0.46
H -4.04 0.16 0.82 0.50
H -2.46 -2.96 -0.51 0.35
H 0.49 4.84 0.01 0.56
H -3.86 -3.47 -1.44 0.48
H -1.71 4.17 -0.74 0.35
H 2.89 4.49 0.45 0.36
H -5.45 -3.18 0.44 0.49
H 2.25 -2.45 1.73 0.28
H 5.91 -1.87 -2.94 0.38
H 1.43 1.97 -0.49 0.14
H 2.50 3.11 1.49 0.14
H -2.18 -1.84 1.54 0.55
H -2.06 -0.09 -1.50 0.17
H 2.82 1.05 2.96 0.47
H -5.94 -1.93 -1.55 0.50
H 3.39 -4.19 -0.36 0.41
H 5.50 0.18 -1.60 0.46
H -5.86 -0.35 -0.79 0.38
H 2.24 -0.56 3.50 0.37
H -0.53 3.92 -2.05 0.41
H 3.95 1.88 0.20 0.50
H -4.10 -2.79 1.50 0.35
```